[1]
{
  "formula": "C22H26N2O5S",
  "method": "ωB97M-V/def2-TZVPD",
  "symbols": ["S", "O", "O", "O", "O", "O", "N", "N", "C", "C", "C", "C", "C", "C", "C", "C", "C", "C", "C", "C", "C", "C", "C", "C", "C", "C", "C", "C", "C", "C", "H", "H", "H", "H", "H", "H", "H", "H", "H", "H", "H", "H", "H", "H", "H", "H", "H", "H", "H", "H", "H", "H", "H", "H", "H", "H"],
  "xyz": [[0.726, -3.671, -1.290], [0.230, -4.301, -2.485], [1.827, 3.079, -0.615], [0.555, -1.964, 2.750], [-2.476, -1.239, -0.632], [2.032, -4.054, -0.814], [-1.769, -1.797, 1.435], [0.194, 2.170, -1.890], [1.978, 0.006, 2.690], [2.105, 1.370, 2.496], [-2.040, -2.065, 0.144], [1.009, 2.125, 2.129], [0.747, -0.620, 2.531], [0.857, 3.223, -1.330], [1.659, -2.754, 3.131], [-0.799, 4.924, -0.576], [-0.367, 0.136, 2.139], [-1.321, 0.850, -3.204], [-0.261, -1.357, -2.363], [-0.353, 0.012, -2.432], [0.286, 4.603, -1.607], [-1.748, -0.462, 1.981], [-0.210, 1.499, 1.941], [-0.892, 2.287, -2.864], [1.512, -1.106, -0.737], [0.668, -1.899, -1.489], [-1.834, -3.533, -0.225], [1.448, 0.276, -0.829], [0.490, 0.825, -1.669], [-0.441, -4.058, 0.070], [3.068, 1.838, 2.629], [-2.243, -0.483, 2.960], [-0.109, 4.688, -2.618], [2.849, -0.564, 2.971], [-0.424, -5.145, 0.127], [2.236, -1.585, -0.097], [-1.192, 5.923, -0.745], [-0.528, 2.808, -3.756], [-1.622, 4.215, -0.633], [-2.037, -3.657, -1.291], [-0.381, 4.881, 0.426], [-1.356, -2.508, 2.017], [-1.721, 2.858, -2.442], [1.110, 3.186, 1.972], [-0.887, -2.005, -2.953], [1.263, -3.756, 3.296], [-2.335, 0.165, 1.304], [-1.270, 0.649, -4.274], [-2.578, -4.116, 0.327], [2.110, -2.393, 4.060], [0.012, -3.640, 0.963], [-1.070, 2.079, 1.640], [-2.335, 0.634, -2.864], [1.104, 5.315, -1.491], [2.107, 0.905, -0.258], [2.416, -2.796, 2.342]],
  "mulliken_charge": [1.328, -0.706, -0.618, -0.474, -0.651, -0.735, -0.063, 0.270, -0.138, -1.056, 0.630, -0.402, 0.715, 0.586, -1.081, -0.995, 0.940, -0.888, -0.892, 1.252, -0.695, -1.230, -0.703, -0.894, 0.070, -0.459, -1.105, -1.367, -0.155, -0.054, 0.369, 0.287, 0.316, 0.443, 0.566, 0.634, 0.386, 0.428, 0.262, 0.358, 0.220, 0.320, 0.387, 0.317, 0.416, 0.259, 0.500, 0.295, 0.493, 0.463, -0.325, 0.432, 0.270, 0.381, 0.730, 0.365],
  "total_energy_ha": -1737.86666,
  "de_lowest_kj_mol": 79.1,
  "lumo_ev": 0.5965,
  "smiles": "CCC(=O)N1CCc2cc(S(=O)(=O)CCC(=O)NCc3ccccc3OC)ccc21",
  "homo_ev": -8.41
}

---

[2]
{
  "formula": "C44H43BHoN4P2Si",
  "method": "ωB97M-V/def2-TZVPD",
  "symbols": ["Ho", "P", "P", "Si", "N", "N", "N", "N", "C", "C", "C", "C", "C", "C", "C", "C", "C", "C", "C", "C", "C", "C", "C", "C", "C", "C", "C", "C", "C", "C", "C", "C", "C", "C", "C", "C", "C", "C", "C", "C", "C", "C", "C", "C", "C", "C", "C", "C", "C", "C", "C", "C", "B", "H", "H", "H", "H", "H", "H", "H", "H", "H", "H", "H", "H", "H", "H", "H", "H", "H", "H", "H", "H", "H", "H", "H", "H", "H", "H", "H", "H", "H", "H", "H", "H", "H", "H", "H", "H", "H", "H", "H", "H", "H", "H", "H"],
  "xyz": [[-1.139, -0.204, -0.894], [-1.361, 0.266, 2.021], [0.889, -1.874, 0.882], [0.489, 0.782, -2.964], [-3.813, 0.764, -2.341], [-3.076, 1.045, -1.232], [-2.555, -2.051, -1.571], [-3.646, -1.889, -2.373], [2.330, 0.460, -2.728], [2.759, -3.778, -2.872], [1.988, 2.571, 1.842], [1.933, -3.696, 2.716], [3.457, -3.739, -1.673], [4.551, 0.143, -3.671], [2.721, -4.058, 3.796], [2.699, -1.418, 2.927], [-3.009, 2.390, -1.149], [-4.194, 1.908, -2.914], [-1.274, -1.503, 2.554], [1.448, -3.330, -2.911], [-0.800, -2.443, 1.409], [0.696, 1.039, 3.782], [-2.559, 2.517, 3.061], [1.913, -2.367, 2.287], [3.489, -1.783, 4.011], [0.924, 3.450, -2.013], [-4.081, -3.079, -2.774], [3.494, -3.098, 4.448], [0.704, 4.822, -1.944], [-3.340, 0.457, 4.030], [0.853, -2.852, -1.755], [-4.188, 1.178, 4.866], [-0.202, 5.422, -2.810], [5.103, 0.070, -2.397], [-0.658, 3.275, -3.804], [0.249, 2.650, -2.943], [3.184, 0.335, -3.834], [0.836, 1.863, 1.529], [2.851, -3.264, -0.516], [-2.514, 1.123, 3.132], [1.843, 1.750, 4.105], [-3.407, 3.231, 3.890], [4.280, 0.187, -1.286], [-2.344, -3.384, -1.498], [1.526, -2.826, -0.536], [-3.709, 2.979, -2.179], [-3.278, -4.075, -2.238], [-0.880, 4.647, -3.743], [0.195, 1.080, 2.484], [2.911, 0.374, -1.458], [-4.222, 2.560, 4.797], [2.493, 2.508, 3.134], [-4.490, -0.596, -2.740], [-4.611, -0.571, -3.942], [1.249, 5.425, -1.227], [-1.919, 3.052, 2.367], [0.208, 0.343, -4.357], [-4.821, 0.650, 5.567], [-4.883, 3.119, 5.448], [-3.336, -0.622, 4.101], [2.480, 3.171, 1.086], [-5.552, -0.681, -2.164], [1.355, -4.452, 2.195], [0.889, -3.335, -3.838], [-1.539, -2.367, 0.604], [-3.367, -5.140, -2.366], [-0.799, -3.483, 1.738], [4.102, -1.039, 4.505], [0.186, 0.464, 4.548], [-1.577, 5.113, -4.430], [-4.951, -3.142, -3.410], [-4.810, 1.884, -3.800], [-2.286, -1.803, 2.824], [-1.196, 2.685, -4.540], [1.662, 3.001, -1.351], [-0.368, 6.492, -2.768], [2.706, -0.395, 2.572], [2.226, 1.719, 5.117], [-2.463, 2.859, -0.344], [3.389, 3.060, 3.390], [6.170, -0.075, -2.273], [2.292, 0.453, -0.567], [4.700, 0.126, -0.288], [2.741, -5.088, 4.125], [3.429, -3.228, 0.399], [4.108, -3.384, 5.293], [-0.652, -1.598, 3.446], [-0.163, -2.498, -1.869], [-3.431, 4.312, 3.831], [4.488, -4.069, -1.635], [2.775, 0.392, -4.837], [-3.840, 4.029, -2.374], [3.236, -4.142, -3.772], [5.190, 0.055, -4.542], [0.442, 1.949, 0.518], [-1.527, -3.783, -0.924]],
  "lowdin_spin": [4.046, -0.004, -0.003, -0.011, 0.000, -0.007, -0.007, 0.000, -0.002, 0.000, 0.000, 0.000, 0.000, 0.000, 0.000, 0.000, 0.000, 0.000, 0.000, 0.000, 0.000, 0.000, 0.000, -0.001, 0.000, -0.001, 0.000, 0.000, 0.000, 0.000, 0.000, 0.000, -0.001, 0.000, -0.001, -0.001, -0.001, 0.000, 0.000, -0.001, 0.000, 0.000, 0.000, 0.000, 0.000, 0.000, 0.000, 0.000, 0.000, 0.000, 0.000, 0.000, 0.000, 0.000, 0.000, 0.000, -0.002, 0.000, 0.000, 0.000, 0.000, 0.000, 0.000, 0.000, 0.000, 0.000, 0.000, 0.000, 0.000, 0.000, 0.000, 0.000, 0.000, 0.000, 0.000, 0.000, 0.000, 0.000, 0.000, 0.000, 0.000, 0.000, 0.000, 0.000, 0.000, 0.000, 0.000, 0.000, 0.000, 0.000, 0.000, 0.000, 0.000, 0.000, 0.000, 0.000],
  "total_energy_ha": -3866.49167,
  "de_lowest_kj_mol": 0.0,
  "s_squared": 6.005,
  "total_charge": 1,
  "lumo_ev": [-2.4337, -2.3156],
  "multiplicity": 5,
  "homo_ev": [-10.00, -9.93]
}